1.
C29H39N3NbO2RbSi | ωB97M-V/def2-TZVPD

Structure (XYZ):
```
76
Properties=species:S:1:pos:R:3:lowdin_charge:R:1
N 1.86 -0.28 0.38 -0.251
C 2.96 -0.93 0.60 -0.360
O 3.92 -1.19 -0.04 -0.010
Rb 2.62 -0.58 -2.07 1.085
Nb -0.04 0.01 0.00 1.818
N -0.55 -1.50 -1.26 -0.267
N -0.29 1.72 -1.02 -0.251
C -0.42 -2.96 -0.91 -0.637
C 0.32 3.06 -1.12 -0.649
C 0.76 -3.53 -1.71 -0.041
C -1.72 -3.69 -1.26 -0.025
C -0.15 -3.06 0.58 -0.052
C 0.01 3.67 -2.49 -0.027
C -0.23 3.96 0.00 -0.017
C 1.83 2.90 -0.97 -0.061
H 0.68 -3.36 -2.78 0.082
H 0.82 -4.63 -1.55 0.117
H 1.72 -3.12 -1.34 0.048
H -2.58 -3.23 -0.77 0.098
H -1.65 -4.74 -0.90 0.113
H -1.92 -3.74 -2.34 0.091
H 0.75 -2.49 0.88 0.058
H 0.04 -4.11 0.84 0.120
H -1.01 -2.71 1.17 0.076
H 0.32 3.00 -3.30 0.092
H 0.57 4.62 -2.61 0.112
H -1.05 3.90 -2.62 0.090
H -1.32 4.04 -0.03 0.081
H 0.19 4.98 -0.09 0.111
H 0.06 3.56 0.99 0.087
H 2.09 2.39 -0.03 0.072
H 2.31 3.90 -0.96 0.116
H 2.25 2.35 -1.81 0.053
C -1.74 1.62 -1.42 -0.106
H -2.12 0.63 -1.15 0.054
H -2.35 2.37 -0.93 0.097
H -1.84 1.72 -2.52 0.100
C -1.15 -1.21 -2.60 -0.115
H -2.24 -1.40 -2.61 0.107
H -0.99 -0.15 -2.83 0.048
H -0.68 -1.81 -3.37 0.089
O -0.41 -0.05 1.85 -0.455
Si -0.15 -0.01 3.51 0.572
C -0.32 1.75 4.09 -0.246
C -1.56 2.22 4.50 -0.086
C -1.72 3.51 4.99 -0.068
C -0.62 4.36 5.06 -0.072
C 0.62 3.91 4.65 -0.080
C 0.76 2.62 4.16 -0.109
C -1.57 -0.97 4.21 -0.279
C -2.55 -1.53 3.41 -0.110
C -3.62 -2.24 3.97 -0.073
C -3.70 -2.38 5.34 -0.075
C -2.73 -1.82 6.16 -0.060
C -1.67 -1.11 5.59 -0.099
C 1.48 -0.79 3.96 -0.227
C 1.53 -1.93 4.76 -0.071
C 2.74 -2.49 5.14 -0.057
C 3.93 -1.93 4.72 -0.061
C 3.90 -0.80 3.92 -0.079
C 2.69 -0.25 3.54 -0.157
H -2.46 1.56 4.46 0.119
H -2.71 3.87 5.31 0.121
H -0.74 5.38 5.44 0.121
H 1.50 4.58 4.70 0.120
H 1.78 2.29 3.84 0.100
H -2.52 -1.42 2.30 0.088
H -4.39 -2.67 3.32 0.116
H -4.54 -2.94 5.79 0.123
H -2.79 -1.93 7.25 0.123
H -0.90 -0.67 6.26 0.128
H 0.59 -2.41 5.12 0.115
H 2.75 -3.39 5.78 0.127
H 4.89 -2.37 5.02 0.125
H 4.85 -0.35 3.57 0.124
H 2.70 0.65 2.88 0.099
```

- Total charge: +2
- Lowest unoccupied orbital energy: -0.299 hartree
- ΔE to the lowest compared entry with this formula, charge and spin: 1.330 eV
- Gap between HOMO and LUMO: 5.35 eV

2.
C29H39N3NbO2SiTl | ωB97M-V/def2-TZVPD

Structure (XYZ):
```
76
Properties=species:S:1:pos:R:3:lowdin_charge:R:1
N -0.37 1.81 -1.04 -0.061
C -0.66 2.99 -1.18 -0.372
O -0.93 4.11 -1.42 0.206
Tl -0.26 -1.64 -3.04 1.072
Nb 0.18 0.13 -0.05 1.815
N 1.94 -0.61 -0.69 -0.267
N -1.24 -1.06 -0.79 -0.400
C 2.99 0.45 -0.73 -0.658
C -2.68 -0.98 -1.15 -0.686
C 3.06 0.99 -2.16 -0.033
C 4.35 -0.12 -0.35 -0.032
C 2.63 1.56 0.25 -0.042
C -3.17 -2.33 -1.68 -0.041
C -3.48 -0.62 0.11 -0.018
C -2.86 0.10 -2.20 -0.061
H 3.32 0.19 -2.87 0.089
H 3.83 1.77 -2.22 0.109
H 2.10 1.44 -2.47 0.074
H 4.31 -0.59 0.64 0.103
H 5.08 0.69 -0.30 0.112
H 4.72 -0.85 -1.08 0.093
H 1.54 1.85 0.20 0.027
H 3.20 2.46 -0.02 0.126
H 2.89 1.27 1.28 0.084
H -2.58 -2.72 -2.53 0.035
H -4.20 -2.20 -2.03 0.120
H -3.18 -3.09 -0.88 0.102
H -3.40 -1.43 0.85 0.080
H -4.54 -0.50 -0.17 0.117
H -3.12 0.31 0.56 0.093
H -2.44 1.06 -1.88 0.063
H -3.94 0.23 -2.38 0.119
H -2.41 -0.16 -3.17 0.036
C -0.85 -2.22 0.09 -0.137
H 0.05 -1.96 0.71 0.077
H -1.67 -2.49 0.77 0.105
H -0.59 -3.10 -0.53 0.085
C 2.34 -1.92 -1.23 -0.168
H 3.22 -2.31 -0.69 0.103
H 1.54 -2.67 -1.09 0.037
H 2.59 -1.86 -2.30 0.069
O -0.13 0.50 1.80 -0.426
Si -0.48 1.33 3.20 0.530
C -1.19 0.12 4.41 -0.250
C -0.71 0.09 5.73 -0.068
C -1.21 -0.85 6.64 -0.055
C -2.19 -1.76 6.25 -0.060
C -2.68 -1.72 4.94 -0.072
C -2.18 -0.79 4.02 -0.109
C 1.11 2.05 3.82 -0.262
C 2.26 1.25 3.86 -0.124
C 3.48 1.81 4.25 -0.076
C 3.56 3.16 4.60 -0.061
C 2.41 3.95 4.58 -0.055
C 1.18 3.39 4.20 -0.073
C -1.68 2.67 2.75 -0.249
C -2.99 2.64 3.23 -0.074
C -3.92 3.60 2.80 -0.058
C -3.52 4.61 1.90 -0.054
C -2.20 4.64 1.44 -0.077
C -1.29 3.67 1.86 -0.129
H 0.06 0.80 6.04 0.108
H -0.82 -0.87 7.66 0.115
H -2.59 -2.49 6.96 0.115
H -3.46 -2.42 4.62 0.107
H -2.56 -0.77 2.99 0.078
H 2.20 0.19 3.59 0.108
H 4.37 1.17 4.29 0.110
H 4.52 3.59 4.90 0.115
H 2.46 5.00 4.86 0.115
H 0.28 4.01 4.20 0.109
H -3.30 1.87 3.94 0.105
H -4.94 3.57 3.16 0.114
H -4.23 5.37 1.57 0.117
H -1.88 5.41 0.74 0.108
H -0.25 3.73 1.52 0.103
```

- Total charge: +2
- Lowest unoccupied orbital energy: -0.283 hartree
- Gap between HOMO and LUMO: 5.93 eV

3.
C29H40AsMoN2O7PSSe2Te | ωB97M-V/def2-TZVPD

Structure (XYZ):
```
85
Properties=species:S:1:pos:R:3:lowdin_charge:R:1
Mo 0.54 -0.95 -0.26 0.583
O 0.46 -5.02 -0.48 -0.144
C -0.37 -5.30 -1.59 -0.234
C -1.37 -4.17 -1.88 -0.555
C -2.47 -4.83 -2.74 -0.230
O -3.38 -3.91 -3.34 -0.047
C -0.75 -3.06 -2.72 -0.478
Se 0.98 -2.36 -2.11 0.696
C -2.03 -3.68 -0.57 -0.461
Se -1.53 -1.99 0.34 0.621
H 1.34 -4.77 -0.79 0.027
H -0.92 -6.21 -1.35 0.130
H 0.20 -5.50 -2.50 0.132
H -3.00 -5.57 -2.14 0.131
H -2.00 -5.35 -3.58 0.132
H -3.93 -3.52 -2.65 0.082
H -1.42 -2.21 -2.81 0.059
H -0.56 -3.44 -3.72 0.071
H -1.98 -4.46 0.19 0.062
H -3.09 -3.50 -0.75 0.040
S -0.54 0.74 -1.54 0.544
C 0.52 1.25 -2.87 -0.667
C -0.07 1.78 -4.02 -0.118
C 0.72 2.16 -5.10 -0.084
C 2.10 2.01 -5.04 -0.087
C 2.69 1.51 -3.89 -0.095
C 1.91 1.13 -2.81 -0.434
As 2.60 0.54 -1.12 1.273
C 4.39 -0.12 -1.49 -0.358
C 5.52 0.67 -1.31 -0.100
C 6.78 0.16 -1.55 -0.081
C 6.93 -1.16 -1.98 -0.086
C 5.80 -1.95 -2.16 -0.079
C 4.54 -1.43 -1.92 -0.117
C 2.99 2.25 -0.29 -0.363
C 3.60 2.27 0.96 -0.123
C 3.88 3.46 1.60 -0.078
C 3.53 4.67 1.00 -0.090
C 2.91 4.66 -0.24 -0.078
C 2.64 3.46 -0.89 -0.078
H -1.14 1.88 -4.07 0.099
H 0.25 2.55 -5.99 0.104
H 2.72 2.30 -5.89 0.101
H 3.77 1.40 -3.83 0.105
H 5.42 1.70 -0.98 0.097
H 7.65 0.78 -1.41 0.103
H 7.91 -1.56 -2.16 0.103
H 5.91 -2.98 -2.49 0.105
H 3.67 -2.07 -2.05 0.025
H 3.86 1.33 1.44 0.079
H 4.36 3.46 2.57 0.104
H 3.75 5.61 1.49 0.102
H 2.63 5.60 -0.72 0.103
H 2.15 3.47 -1.85 0.100
C -0.18 4.15 2.83 -0.052
O 0.54 3.10 2.20 -0.014
C -0.08 1.99 1.75 -0.556
O 0.59 1.10 1.30 -0.050
N -1.44 1.97 1.86 0.014
N -2.11 0.85 1.38 -0.006
H 0.57 4.85 3.17 0.095
H -0.76 3.79 3.68 0.098
H -0.83 4.67 2.12 0.096
H -1.94 2.83 2.01 0.127
H -2.57 1.02 0.50 0.055
H -2.73 0.47 2.08 0.086
C 4.88 -4.50 1.65 -0.067
C 3.53 -4.52 0.96 -0.308
O 2.95 -3.21 0.92 -0.321
P 2.00 -2.66 2.09 0.071
O 1.45 -1.36 1.43 -0.607
Te 0.48 -4.15 2.97 0.482
O 3.00 -2.15 3.21 -0.306
C 3.85 -0.99 3.02 -0.263
C 3.24 0.20 3.73 -0.069
H 5.34 -5.49 1.62 0.079
H 4.75 -4.22 2.70 0.075
H 5.54 -3.78 1.17 0.078
H 2.84 -5.21 1.44 0.063
H 3.65 -4.82 -0.09 0.115
H 4.01 -0.82 1.96 0.097
H 4.81 -1.26 3.47 0.121
H 2.31 0.49 3.24 0.064
H 3.93 1.04 3.71 0.071
H 3.03 -0.06 4.77 0.086
```

- Lowest unoccupied orbital energy (spin up / spin down): -0.019 / -0.022 hartree
- Gap between HOMO and LUMO (spin up / spin down): 6.32 / 6.25 eV

4.
C29H40BCl2MoN6O2S3 | ωB97M-V/def2-TZVPD

Structure (XYZ):
```
84
Properties=species:S:1:pos:R:3:mulliken_spin:R:1
Mo -3.32 9.96 15.83 1.171
C 1.64 9.75 16.18 0.003
C 0.66 9.07 17.04 -0.005
C 0.94 8.70 18.33 -0.004
C -0.09 8.26 19.20 0.005
N -1.30 8.02 18.73 -0.009
N -1.50 8.24 17.44 0.040
B -2.89 7.95 16.81 -0.134
N -2.78 6.91 15.62 0.010
N -1.87 5.97 15.72 0.007
C -1.89 4.99 14.83 0.002
C -2.88 4.97 13.81 0.001
C -3.81 5.95 13.69 -0.004
C -4.93 6.00 12.69 0.002
C -3.68 7.02 14.64 0.017
S -4.56 8.49 14.51 0.022
C -0.67 4.09 14.76 0.002
C -1.07 2.62 14.60 0.001
C 0.18 4.55 13.51 0.001
C 0.17 4.29 16.02 0.000
N -3.92 7.36 17.79 0.056
N -3.60 6.14 18.17 0.084
C -4.46 5.53 19.01 0.005
C -5.57 6.22 19.49 -0.006
C -5.94 7.50 19.07 0.016
C -7.19 8.15 19.47 0.009
C -5.05 8.04 18.15 -0.043
S -5.29 9.53 17.33 0.676
C -4.25 4.09 19.21 0.006
C -5.09 3.56 20.35 -0.002
C -4.72 3.43 17.89 0.010
C -2.74 3.79 19.40 0.009
C -0.64 8.82 16.58 -0.011
S -1.32 9.16 15.00 -0.056
C 0.13 8.17 20.71 0.003
C -1.14 7.73 21.40 0.000
C 1.27 7.18 20.95 0.000
C 0.46 9.62 21.18 0.001
H 2.67 9.66 16.57 0.000
H 1.58 9.35 15.16 -0.001
H 1.41 10.82 16.12 0.000
H 1.95 8.83 18.59 0.000
H -2.92 4.11 13.13 0.000
H -4.93 5.10 12.11 0.000
H -5.92 6.15 13.17 0.000
H -4.77 6.78 11.93 0.000
H -1.87 2.45 13.84 0.000
H -0.17 2.05 14.26 0.000
H -1.32 2.21 15.57 0.000
H -0.41 4.43 12.55 0.000
H 0.52 5.58 13.61 0.000
H 1.09 3.93 13.48 0.000
H -0.46 4.17 16.93 0.000
H 0.94 3.50 16.04 0.000
H 0.58 5.27 16.00 0.000
H -6.20 5.70 20.22 0.001
H -7.46 7.87 20.51 0.002
H -7.09 9.23 19.53 -0.001
H -8.01 7.89 18.82 0.006
H -6.12 3.43 20.11 0.000
H -4.77 2.56 20.62 0.000
H -4.99 4.16 21.28 0.001
H -5.77 3.64 17.67 -0.001
H -4.11 3.82 17.05 -0.002
H -4.53 2.37 17.91 0.002
H -2.35 4.28 20.32 -0.001
H -2.59 2.73 19.45 0.001
H -2.18 4.19 18.51 -0.001
H -1.40 6.72 21.19 0.000
H -0.94 7.81 22.49 0.000
H -1.95 8.43 21.13 0.000
H 0.99 6.16 20.77 0.000
H 2.15 7.38 20.37 0.000
H 1.58 7.24 21.99 0.000
H -0.37 10.30 20.99 0.000
H 0.64 9.66 22.26 0.000
H 1.38 9.95 20.66 0.000
Cl -4.54 11.21 19.70 0.079
C -2.82 11.45 19.45 -0.002
Cl -2.16 12.54 20.64 0.008
C -2.47 12.04 18.02 -0.003
O -1.67 12.89 17.82 0.001
O -2.94 11.34 16.93 0.027
H -2.32 10.47 19.60 0.000
```

- Total charge: +3
- Lowest unoccupied orbital energy (spin up / spin down): -0.415 / -0.453 hartree
- 2S+1: 3
- Gap between HOMO and LUMO (spin up / spin down): 6.59 / 5.60 eV

5.
C29H40BHgN9O6 | ωB97M-V/def2-TZVPD

Structure (XYZ):
```
86
Properties=species:S:1:pos:R:3:mulliken_spin:R:1
Hg 0.11 -0.42 -0.24 -0.033
C -3.61 1.21 4.57 0.000
O -3.23 1.41 3.22 -0.001
C -2.46 0.49 2.58 0.003
O -2.22 0.63 1.41 0.002
N -2.03 -0.55 3.38 0.000
N -1.24 -1.53 2.75 0.000
H -4.36 1.97 4.78 0.000
H -2.77 1.37 5.25 0.000
H -4.04 0.22 4.73 0.000
H -1.76 -0.29 4.32 0.000
H -1.38 -2.41 3.22 0.000
H -0.26 -1.28 2.73 0.000
N 1.03 -0.39 -4.92 0.003
C 1.61 0.75 -4.43 0.000
C 2.06 0.43 -3.18 0.002
N 1.73 -0.87 -2.89 0.000
C 1.11 -1.33 -3.94 0.001
C 0.53 -2.66 -4.09 0.000
N 0.80 -3.71 -3.35 0.001
C 0.00 -4.72 -3.83 0.002
C -0.75 -4.27 -4.88 0.001
N -0.40 -2.95 -5.05 0.003
H 0.46 -0.43 -5.75 -0.001
H 1.63 1.67 -4.99 0.000
H 2.52 1.07 -2.45 0.000
H 0.02 -5.70 -3.39 0.000
H -1.50 -4.74 -5.49 -0.002
H -0.87 -2.29 -5.65 -0.006
C -2.18 4.32 0.50 -0.001
C -0.74 4.81 0.63 0.000
C -0.71 6.33 0.68 0.000
O 0.00 4.37 -0.50 0.000
B 0.49 3.06 -0.21 0.005
O 0.36 2.86 1.22 -0.001
C 0.01 4.10 1.79 0.000
C 1.30 4.83 2.17 0.000
C -0.83 3.87 3.04 0.000
H -2.57 4.65 -0.46 0.000
H -2.82 4.71 1.30 0.000
H -2.22 3.23 0.52 0.000
H -1.27 6.73 -0.16 0.000
H 0.31 6.70 0.62 0.000
H -1.16 6.70 1.61 0.000
H 1.89 5.04 1.28 0.000
H 1.89 4.18 2.82 0.000
H 1.11 5.77 2.70 0.000
H -1.69 3.24 2.81 0.000
H -1.18 4.82 3.46 0.000
H -0.22 3.37 3.80 0.000
O 0.22 1.91 -1.11 -0.003
O 1.60 2.52 -0.94 -0.001
N -1.83 -0.23 -6.22 0.086
C -2.13 -0.33 -5.10 -0.005
C -2.42 -0.61 -3.75 0.085
C -3.49 -1.51 -3.38 0.499
C -3.53 -1.90 -2.05 -0.174
C -2.60 -1.46 -1.14 0.365
N -1.56 -0.60 -1.52 0.132
C -1.51 -0.19 -2.78 -0.041
H -4.21 -1.86 -4.10 0.049
H -4.31 -2.56 -1.70 -0.008
H -2.62 -1.73 -0.09 0.057
H -0.71 0.50 -3.03 -0.018
C 1.66 -4.83 1.57 0.000
N 1.40 -4.15 0.33 0.001
C 0.00 -3.84 0.16 0.023
C 2.29 -3.01 0.08 -0.003
C 2.38 -1.95 1.16 0.001
C 3.30 -2.14 2.19 0.001
C 3.45 -1.22 3.22 0.000
C 2.67 -0.07 3.22 0.000
C 1.75 0.14 2.20 0.000
C 1.59 -0.79 1.17 0.006
H 1.07 -5.75 1.61 0.000
H 1.41 -4.24 2.47 0.000
H 2.72 -5.10 1.64 0.000
H -0.58 -4.76 0.23 -0.010
H -0.16 -3.43 -0.84 0.000
H -0.40 -3.13 0.90 -0.018
H 2.00 -2.57 -0.88 0.003
H 3.30 -3.42 -0.07 0.000
H 3.93 -3.02 2.17 0.000
H 4.18 -1.40 4.00 0.000
H 2.79 0.67 4.00 0.000
H 1.19 1.06 2.18 -0.002
```

- Total charge: -1
- Lowest unoccupied orbital energy (spin up / spin down): 0.081 / 0.081 hartree
- 2S+1: 2
- ΔE to the lowest compared entry with this formula, charge and spin: 0.000 eV
- Gap between HOMO and LUMO (spin up / spin down): 4.76 / 7.63 eV

6.
C29H40BrN3ORhSb | ωB97M-V/def2-TZVPD

Structure (XYZ):
```
76
Properties=species:S:1:pos:R:3:mulliken_spin:R:1
Rh 2.15 1.34 0.48 1.685
Br -7.42 -4.82 -0.74 0.012
C -5.59 -4.97 -0.28 0.168
C -5.21 -5.88 0.70 -0.083
C -3.87 -5.99 1.03 0.156
C -2.91 -5.19 0.39 -0.048
C -3.32 -4.29 -0.61 0.192
C -4.66 -4.18 -0.94 -0.093
N -1.61 -5.33 0.80 0.655
N -0.71 -4.60 0.18 0.516
C -0.32 -3.43 0.66 -0.073
C -0.86 -2.83 1.83 0.183
C -0.45 -1.59 2.25 -0.081
C 0.50 -0.82 1.56 0.230
O 0.85 0.36 1.93 0.238
C 1.08 -1.43 0.38 0.026
N 2.00 -0.69 -0.30 0.054
C 2.61 -1.21 -1.35 -0.071
C 2.32 -2.49 -1.82 0.076
C 1.36 -3.24 -1.18 -0.020
C 0.71 -2.71 -0.05 0.033
H -5.95 -6.49 1.19 -0.002
H -3.54 -6.68 1.79 0.001
H -2.59 -3.68 -1.12 0.011
H -4.98 -3.49 -1.71 -0.004
H -1.60 -3.38 2.38 0.003
H -0.88 -1.15 3.15 0.002
H 3.34 -0.59 -1.84 0.026
H 2.85 -2.88 -2.68 0.003
H 1.09 -4.23 -1.52 0.007
C 0.25 4.99 -1.71 0.004
C -0.85 4.10 -1.13 -0.010
C -1.32 4.62 0.22 0.002
Sb -0.06 2.09 -0.98 -0.088
C 0.14 1.59 -3.08 -0.008
C 1.60 1.74 -3.52 0.004
C -0.79 2.35 -4.02 0.000
C -1.78 0.87 -0.49 -0.007
C -2.28 1.13 0.93 -0.005
C -2.91 0.93 -1.51 -0.006
H -0.12 6.02 -1.82 0.000
H 0.59 4.66 -2.69 0.001
H 1.11 5.02 -1.04 0.006
H -1.69 4.06 -1.83 -0.001
H -0.53 4.56 0.97 0.000
H -2.18 4.08 0.60 0.001
H -1.60 5.68 0.13 0.001
H -0.12 0.52 -3.10 0.004
H 1.90 2.79 -3.51 -0.001
H 1.74 1.36 -4.53 0.001
H 2.28 1.20 -2.85 0.019
H -0.54 3.42 -4.04 0.000
H -1.84 2.27 -3.74 0.000
H -0.68 1.98 -5.04 0.000
H -1.34 -0.14 -0.51 0.018
H -2.84 2.07 0.98 -0.001
H -1.47 1.18 1.65 0.002
H -2.97 0.33 1.23 0.003
H -3.31 1.94 -1.60 0.001
H -3.73 0.29 -1.19 0.001
H -2.60 0.59 -2.50 -0.001
C 3.18 2.25 3.47 0.063
C 4.11 1.26 2.77 0.046
C 5.57 1.71 2.91 0.016
C 3.95 -0.14 3.41 0.011
C 3.79 1.09 1.32 0.155
H 3.44 2.34 4.53 0.005
H 2.14 1.93 3.39 -0.007
H 3.28 3.24 3.02 -0.019
H 5.83 1.81 3.96 -0.001
H 5.72 2.68 2.43 0.000
H 6.25 0.99 2.45 -0.003
H 4.21 -0.09 4.47 0.002
H 4.59 -0.87 2.92 -0.004
H 2.91 -0.47 3.33 0.004
H 4.57 0.51 0.80 -0.011
```

- Lowest unoccupied orbital energy (spin up / spin down): 0.002 / -0.028 hartree
- 2S+1: 5
- Gap between HOMO and LUMO (spin up / spin down): 6.55 / 7.17 eV

| no. | electronic energy (a.u.) |
| --- | --- |
| 1 | -1813.33028 |
| 2 | -1961.76015 |
| 3 | -9879.74360 |
| 4 | -3815.09817 |
| 5 | -2251.66883 |
| 6 | -4293.18900 |